(1)
ORCA calculation (the ωB97M-V functional and the def2-TZVPD basis) on an isolated molecule of C3H7NO2 at a distorted geometry.

Structure (SMILES): CC(=O)N(C)O
Total charge: 0

```
13
Properties=species:S:1:pos:R:3:forces:R:3
C 0.3640 -1.5707 0.2869 3.0870 0.4351 0.4264
C 0.6598 1.2986 0.3744 3.4777 -1.9908 -1.5890
C -0.7437 -0.7433 -0.1703 1.8456 2.8742 -0.0522
N -0.4327 0.5818 -0.1955 -1.1264 2.2627 -0.1305
O -1.3551 1.5455 -0.7722 0.3641 -1.8995 0.2687
O -1.7094 -1.1383 -0.7323 -2.9228 -1.2478 -1.1020
H -0.0186 -2.5731 0.3014 0.3193 -0.5719 0.3238
H 1.1447 -1.4371 -0.5696 -1.1116 -0.6006 1.5076
H 0.9047 -1.2103 1.2537 -1.1984 -0.8971 -1.6227
H 1.6882 0.7899 -0.0408 -2.1609 1.4748 0.6642
H 0.7812 1.1586 1.4163 -0.3469 0.0947 1.2927
H 0.6689 2.3509 0.1167 -0.2941 -0.1379 -0.1612
H -1.9519 0.9474 -1.2689 0.0674 0.2042 0.1742
```
Positions in Å, forces in eV/Å.


(2)
ORCA calculation (the ωB97M-V functional and the def2-TZVPD basis) on an isolated molecule of C3H7NO2 at a distorted geometry.

Structure (SMILES): N/C=C\COO
Total charge: 0

```
13
Properties=species:S:1:pos:R:3:forces:R:3
C -0.8633 -0.8083 -0.4705 -0.5222 1.9034 0.9303
N 1.3757 0.1496 1.2795 -0.2827 0.2366 -0.1112
C 1.4208 0.0961 -0.0799 0.2362 -1.0967 -0.3663
C 0.5046 -0.4746 -0.8905 0.4292 0.7049 -0.4046
O -1.3704 0.3378 0.4358 -0.3197 -1.8447 0.2192
O -1.7210 1.5566 -0.1960 0.3910 -0.0382 -0.7829
H -2.6810 1.6103 -0.0755 0.1328 -0.3562 0.0636
H 0.5345 -0.1731 1.7281 0.2538 0.2226 0.2596
H 2.2070 0.3558 1.8031 -0.2816 -0.0111 0.0355
H -1.5379 -0.9591 -1.3187 0.0074 0.0183 0.2858
H -0.9204 -1.6368 0.2420 -0.2349 0.0821 0.0158
H 2.3468 0.4579 -0.5085 0.0380 -0.0363 -0.0323
H 0.7046 -0.5121 -1.9487 0.1526 0.2154 -0.1125
```
Positions in Å, forces in eV/Å.


(3)
ORCA calculation (the ωB97M-V functional and the def2-TZVPD basis) on a structure of composition C3H7NO2.

Total charge: 0

```
13
Properties=species:S:1:pos:R:3:forces:R:3
C 1.0127 -1.1944 -0.1214 0.0627 0.1809 0.1341
C 0.5537 0.1433 0.2109 -0.0873 -0.2388 -0.2216
O 0.9086 1.1223 -0.5687 -0.0888 -0.0739 -0.0464
C -0.8913 0.1336 0.7900 -0.0470 0.0815 0.0307
O -1.3157 -0.7846 1.4693 0.1467 0.2556 -0.1989
N -1.5460 1.2480 0.4239 -0.0394 -0.0704 0.0483
H 0.5351 -2.0681 0.3259 -0.0040 0.2163 -0.0644
H 2.0196 -1.3174 -0.5181 -0.2114 0.1703 0.0607
H 0.4633 -0.7333 -1.8798 0.0347 -0.0305 0.0124
H 1.2248 0.0520 1.1500 0.0935 -0.3012 0.0552
H 0.5670 0.0802 -1.8393 0.0615 -0.0542 0.1461
H -1.0329 1.9053 -0.1489 -0.0771 -0.0558 0.0550
H -2.4989 1.4132 0.7060 0.1558 -0.0799 -0.0110
```
Positions in Å, forces in eV/Å.


(4)
ORCA calculation (the ωB97M-V functional and the def2-TZVPD basis) on an isolated molecule of C3H7NO2.

Structure (SMILES): NC(=O)CCO
Total charge: 0

```
13
Properties=species:S:1:pos:R:3:forces:R:3
N 1.5542 -0.7308 -0.3613 -0.0619 -0.1120 -0.1351
C 0.3723 -1.2725 0.0515 -0.0222 -0.0844 0.0996
O 0.1323 -2.4668 -0.0029 0.1283 0.3707 -0.0481
C -0.6150 -0.3162 0.7211 -0.0481 -0.0555 0.0106
C -0.7861 1.1333 0.1930 -0.1860 0.0258 0.1905
O 0.1238 1.5578 -0.8205 -0.1461 -0.0646 -0.2244
H 1.5836 0.2624 -0.5633 0.0276 -0.2673 0.0993
H 2.1644 -1.3557 -0.8686 -0.0361 0.1002 0.0922
H -0.3119 -0.2816 1.7755 -0.0012 -0.0199 -0.1855
H -1.5730 -0.8410 0.6966 0.1196 0.0986 0.0108
H -1.8128 1.2617 -0.1715 0.1607 -0.0149 0.0881
H -0.6430 1.8355 1.0182 -0.0333 -0.0722 -0.1492
H -0.1889 1.2139 -1.6678 0.0986 0.0954 0.1513
```
Positions in Å, forces in eV/Å.


no.,lowest unoccupied orbital energy (eV),E_HOMO (eV)
1,0.75,-9.0
2,1.03,-7.9
3,-0.95,-9.4
4,0.61,-9.7